Formula: C11H16BrN3
Source: the OMol25 dataset
Level of theory: ωB97M-V/def2-TZVPD

Computed properties:
F_max in eV/Å: 0.41
Structure (SMILES): [H]/N=C/C[C@H](C#N)[C@](Br)(C#N)CCC(C)C
Energy above the lowest of the compared OMol25 structures with the same formula, charge and spin in kJ/mol: 0.00
E_HOMO in eV: -10.9

Structure (XYZ):
```
31
Properties=species:S:1:pos:R:3:mulliken_charge:R:1
C 0.481 -0.777 -2.047 -1.58
C -1.043 -0.725 -1.904 1.07
C -1.739 -0.639 -3.277 -1.54
C -1.531 0.427 -1.002 -1.39
C -0.654 0.835 0.179 -0.31
C -0.747 -0.050 1.434 0.17
Br -2.468 0.302 2.320 0.07
C -0.725 -1.485 1.131 0.07
N -0.675 -2.602 0.884 -0.51
C 0.388 0.290 2.429 0.24
C 0.247 -0.451 3.688 -0.16
N 0.178 -1.056 4.657 -0.46
C 1.788 0.039 1.802 -0.57
C 2.485 1.317 1.441 -0.30
N 2.900 1.516 0.267 -0.52
H 0.933 0.215 -2.148 0.29
H 0.751 -1.349 -2.938 0.51
H 0.945 -1.285 -1.196 0.28
H -1.349 -1.667 -1.441 0.25
H -1.055 -0.263 -4.042 0.34
H -2.608 0.023 -3.252 0.39
H -2.089 -1.619 -3.605 0.37
H -2.533 0.188 -0.627 0.35
H -1.653 1.319 -1.627 0.56
H 0.396 0.905 -0.121 -0.10
H -0.953 1.835 0.505 0.47
H 0.272 1.353 2.665 0.65
H 1.704 -0.565 0.895 0.09
H 2.404 -0.523 2.507 0.60
H 2.597 2.064 2.237 0.42
H 3.353 2.425 0.187 0.24
```

---

Formula: C11H16BrN3
Source: the OMol25 dataset
Level of theory: ωB97M-V/def2-TZVPD

Computed properties:
F_max in eV/Å: 1.12
Structure (SMILES): Cc1cc(C)c(N(C=[NH2+])C(=[NH2+])Br)c(C)c1
Total charge: +2
Energy above the lowest of the compared OMol25 structures with the same formula, charge and spin in kJ/mol: 0.00
E_HOMO in eV: -15.8

Structure (XYZ):
```
31
Properties=species:S:1:pos:R:3:mulliken_charge:R:1
C 1.267 1.282 -1.200 -0.62
C 1.279 1.262 1.201 -0.66
C 1.829 1.719 0.001 0.61
C 0.182 0.419 -1.232 1.24
C 0.195 0.397 1.229 1.33
C -0.336 -0.011 -0.002 -2.14
C -1.222 -2.234 0.002 -0.05
C -2.738 -0.366 -0.002 0.83
C 2.968 2.665 0.003 -1.52
C -0.388 -0.036 -2.536 -1.64
C -0.391 -0.040 2.533 -1.61
N -1.486 -0.913 -0.002 0.62
N -0.007 -2.688 -0.002 -0.09
N -3.857 -1.050 -0.006 -0.29
Br -2.855 1.506 0.004 0.11
H 1.680 1.631 -2.134 0.52
H 1.700 1.597 2.136 0.51
H -2.036 -2.951 0.012 0.49
H 2.590 3.691 0.003 0.31
H 3.580 2.554 0.895 0.41
H 3.582 2.555 -0.888 0.41
H 0.100 -0.952 -2.872 0.34
H -1.460 -0.218 -2.488 0.30
H -0.207 0.715 -3.300 0.48
H -1.172 0.655 2.841 0.34
H -0.820 -1.039 2.498 0.31
H 0.369 -0.021 3.309 0.48
H 0.196 -3.683 0.003 0.31
H 0.782 -2.040 -0.005 0.23
H -3.934 -2.061 -0.008 0.16
H -4.744 -0.552 -0.004 0.30
```

---

Formula: C11H16Cl2N
Source: the OMol25 dataset
Level of theory: ωB97M-V/def2-TZVPD

Computed properties:
F_max in eV/Å: 6.01
Total charge: +1
Energy above the lowest of the compared OMol25 structures with the same formula, charge and spin in kJ/mol: 234.66
E_HOMO (alpha / beta) in eV: -12.7 / -12.7

Structure (XYZ):
```
30
Properties=species:S:1:pos:R:3:mulliken_charge:R:1
C 0.382 0.707 -3.953 -0.35
C -0.724 0.107 -3.408 -0.58
C 1.543 0.791 -3.298 -0.79
C -0.730 -0.386 -2.112 -0.47
C 1.629 0.203 -1.967 -0.08
C 0.479 -0.238 -1.392 0.26
C -1.250 0.124 3.925 -0.56
C 1.198 0.634 1.535 -1.00
C -1.043 0.631 0.700 -1.08
C 0.498 -1.072 -0.180 -0.46
C -0.420 -1.081 2.144 0.16
N 0.101 -0.298 1.055 -0.30
Cl -1.870 -2.022 1.774 -0.07
Cl 0.842 -2.094 2.610 -0.07
H 0.073 1.180 -4.923 0.31
H -1.595 -0.028 -4.020 0.38
H 2.394 1.353 -3.765 0.34
H -1.528 -0.833 -1.591 0.45
H 2.579 0.215 -1.470 0.49
H -2.263 -0.125 3.393 0.30
H -0.823 1.063 3.740 0.27
H -1.028 -0.396 4.812 0.34
H 1.497 1.009 0.618 0.51
H 0.874 1.373 2.142 0.39
H 2.106 0.131 1.910 0.36
H -0.781 1.104 -0.195 0.56
H -1.928 0.000 0.519 0.50
H -1.392 1.374 1.432 0.34
H -0.300 -1.901 -0.121 0.40
H 1.481 -1.525 0.084 0.44
```

---

Formula: C11H16Cl3NO2PRh
Source: the OMol25 dataset
Level of theory: ωB97M-V/def2-TZVPD

Computed properties:
F_max in eV/Å: 9.99
Total charge: +2
E_HOMO (alpha / beta) in eV: -15.5 / -15.5
2S+1: 5

Structure (XYZ):
```
35
Properties=species:S:1:pos:R:3:mulliken_charge:R:1
C 0.947 -3.507 -1.371 -1.15
C 0.589 -2.431 -0.425 0.86
H 0.054 -4.086 -1.595 0.31
H 1.644 -4.008 -0.735 0.44
H 1.450 -3.197 -2.281 0.35
O -0.472 -2.033 0.059 -0.46
Cl 2.072 -1.543 0.020 -0.16
Rh -0.240 1.295 0.164 -0.13
P -0.037 1.239 -1.963 1.52
C -1.504 1.855 -2.840 -1.38
C 1.360 2.350 -2.325 -1.33
H 1.499 -0.524 -2.667 0.37
H 0.603 0.193 -4.024 0.56
H -0.226 -0.988 -3.003 0.36
C 0.518 -0.195 -3.013 -1.26
H 2.263 1.964 -1.830 0.38
H 1.562 2.379 -3.402 0.39
H -1.289 2.046 -3.890 0.40
H -1.858 2.792 -2.417 0.40
H 1.171 3.355 -1.941 0.46
H -2.317 1.129 -2.812 0.43
C -2.087 1.305 0.301 0.54
O -3.214 1.528 0.492 -0.17
Cl 0.128 3.244 0.646 -0.12
Cl -1.535 1.179 5.725 -0.15
C -0.793 0.276 4.486 0.27
C -0.209 -0.959 4.796 -0.38
C 0.375 -1.532 3.690 -1.02
C 0.342 -0.911 2.495 0.30
N -0.257 0.215 2.197 0.20
C -0.828 0.886 3.192 -0.33
H -0.252 -1.321 5.792 0.55
H 0.890 -2.485 3.781 0.43
H 0.896 -1.379 1.741 0.14
H -1.246 1.870 2.958 0.38
```